# C2H7N2O2

C2H7N2O2 as an isolated structure at a distorted geometry (the ωB97M-V functional and the def2-TZVPD basis, the OMol25 dataset).

The geometry in ORCA input format:
```
! wB97M-V def2-TZVPD RIJCOSX def2/J DEFGRID3
* xyz 1 1
C -2.3556 -0.8488 -0.3886
C -1.1608 -0.7664 0.4221
N 1.2839 -0.8703 0.1586
N 0.0315 -0.8011 0.0394
O 1.9343 -1.8903 0.0933
O 3.1792 1.1083 -0.0911
H -3.0542 -0.2542 0.1889
H -2.1120 -0.4948 -1.3772
H -2.5551 -1.8935 -0.4931
H 3.2605 1.2264 0.8685
H -1.2899 -0.9162 1.4920
H 2.1246 0.1362 -0.0350
H 3.9902 0.6235 -0.4127
*
```

Calculated values
E_HOMO, eV: -15.36
Energy, hartree: -339.97689



# C2H7N2OP

C2H7N2OP in the gas phase at a distorted geometry (the ωB97M-V functional and the def2-TZVPD basis, the OMol25 dataset).

The geometry in ORCA input format:
```
! wB97M-V def2-TZVPD RIJCOSX def2/J DEFGRID3
* xyz 0 1
C 1.3213 1.3074 -0.2496
P 0.7765 -0.3536 -0.7852
N 1.3034 -1.3478 0.5942
N -0.8585 0.1228 -0.6609
C -1.7118 -0.5574 -0.0437
O -2.9267 0.0213 0.1062
H 2.3593 1.4634 -0.4298
H 0.9176 1.9335 -0.9878
H 1.0335 1.9214 0.6790
H 1.5292 -2.3606 0.3926
H 0.6282 -1.3826 1.3175
H -1.6564 -1.6690 0.1730
H -2.7156 0.9011 -0.1054
*
```

Calculated values
E_HOMO, eV: -8.60
Structure (SMILES): CP(N)/N=C/O
Energy, hartree: -606.49223